(1)
The following is a DFT calculation (the ωB97M-V functional and the def2-TZVPD basis) of a molecular structure, C33H29As2BrCeN4O7.

Structure (XYZ):
```
77
Properties=species:S:1:pos:R:3:forces:R:3
Ce -0.88262 0.38349 0.00413 3.150 -1.696 1.403
Br 3.32729 -2.31601 6.25929 0.294 0.055 0.182
As -3.80886 -2.27598 1.89797 -0.050 -1.256 0.392
As -3.76411 0.14022 4.21329 0.600 1.682 -0.256
O 3.30885 -0.87952 -7.47556 -1.562 0.873 1.358
O 4.73309 -2.82740 -1.94115 0.133 0.623 -0.888
O 5.90022 -2.03433 -3.62285 -1.467 -0.415 1.204
O -0.66265 0.22136 -2.56178 -0.724 0.053 0.974
O 1.27231 -0.14823 -7.19167 0.623 0.013 0.285
O 0.29152 -1.22239 -1.17195 -1.109 0.660 0.473
O -0.58154 -0.90011 1.85327 0.281 1.537 -1.631
N 2.35833 -0.49802 -6.76332 0.691 -0.283 -2.616
N 0.59405 2.40863 -0.85407 -0.945 -0.965 0.073
N 1.89558 0.44509 0.68064 -1.594 -0.844 1.045
N 4.85528 -2.23786 -3.00073 0.358 0.177 -1.130
C -3.34159 0.62978 2.25840 0.715 -1.490 1.933
C 1.88172 2.09695 -1.16797 -0.358 0.553 0.315
C 3.93291 2.66961 -2.41020 -0.114 -0.515 -0.248
C 1.65943 3.37933 -3.25044 -0.601 0.094 0.246
C 2.50612 2.75541 -2.31159 -0.071 -1.352 1.271
C -2.92313 2.25505 0.54461 -0.719 -0.904 0.236
C 1.74642 -1.07200 2.60672 -0.266 0.588 -0.187
C 2.42777 -0.45392 1.45914 0.013 0.558 -0.453
C -3.63251 -0.05760 -0.05594 0.455 -0.001 2.468
C 2.19922 -1.88857 4.85331 -1.334 -0.862 -0.417
C -2.56474 -3.15180 0.63476 0.242 -0.366 0.319
C 2.51248 -1.57504 -2.84779 -1.782 1.073 1.691
C 1.37112 -0.85128 -3.22634 0.606 -0.509 -1.403
C 3.95082 1.18895 -0.44970 0.467 -1.455 0.053
C 2.58052 1.18949 -0.26080 1.877 1.274 -2.280
C 0.33246 3.71069 -2.86036 1.701 0.134 -0.474
C 3.78989 -1.06933 -4.92194 -2.825 -0.508 0.913
C -2.33518 1.19048 5.21541 -0.143 -0.339 -1.002
C 1.35794 -0.42305 -4.56049 0.748 -0.768 0.578
C 0.32773 -1.24766 2.76541 1.434 -0.297 0.346
C -3.48458 -0.42144 1.33724 -1.338 1.176 -1.876
C -5.23701 1.46791 4.23724 -1.409 -0.818 -0.018
C -2.89221 1.90365 1.93157 -0.081 -0.497 -3.166
C 2.53019 -0.60013 -5.32375 -0.473 0.305 -0.711
C 0.85262 -2.31789 4.89886 0.077 -0.688 0.049
C -5.46362 -2.76406 0.90109 -0.130 0.964 -0.782
C -0.07678 -1.90627 3.94322 0.069 0.945 -0.151
C -0.10194 3.24449 -1.62458 0.488 0.064 -0.202
C 0.21407 -0.63273 -2.32041 1.687 -0.144 -0.031
C -3.38748 1.25612 -0.38018 -0.126 2.696 -2.115
C 2.62108 -1.30900 3.69286 0.119 0.840 -1.150
C 3.56419 -1.65264 -3.69460 4.099 -0.576 1.724
C 4.62930 1.92743 -1.48964 -2.023 0.109 0.735
H 2.12958 3.52281 -4.24721 -0.753 0.615 0.746
H -5.38131 -2.34223 -0.12054 -0.024 -0.417 0.333
H -3.98749 -0.81063 -0.72348 0.055 -0.197 -0.773
H -5.12765 2.51781 3.99480 0.755 0.159 0.032
H 2.58001 -1.87906 -1.79527 0.234 -0.374 -0.731
H 4.50790 0.41249 0.15081 -0.159 1.409 -0.681
H -1.04788 3.57939 -1.23615 -0.326 -0.045 0.005
H 4.47329 3.15322 -3.23479 -0.365 -0.089 0.416
H 5.67778 1.95027 -1.51016 1.259 -0.303 -0.061
H 3.49912 -0.78572 1.34914 -0.984 0.588 0.105
H -2.65037 2.21261 5.45891 -0.134 -0.521 0.294
H 0.40890 -0.13163 -4.97519 0.177 0.430 -0.506
H 0.63790 -3.11837 5.62598 -0.450 1.022 0.024
H 4.68526 -1.14256 -5.52207 -0.160 0.036 0.048
H -3.01177 -3.38748 -0.31344 -0.469 -0.127 -0.427
H 3.62162 -0.89994 3.56576 0.073 -0.529 0.215
H -5.94401 1.07806 3.48308 0.164 0.074 0.187
H -2.25256 -4.10620 1.10402 -0.081 0.579 -0.256
H -3.50962 1.63813 -1.44509 0.035 -0.753 1.318
H -1.67182 -2.56885 0.41693 0.142 -0.021 0.292
H -6.38547 -2.30704 1.31080 0.586 -0.520 0.149
H -1.15579 -1.87548 4.06872 0.030 -0.997 0.259
H -5.81830 1.40426 5.17757 0.591 -0.056 -0.273
H -1.34765 1.27679 4.72109 -0.539 -0.380 0.047
H -2.48227 2.55088 2.65039 0.031 0.951 0.980
H -5.53755 -3.86287 0.80947 0.060 0.587 0.301
H -2.75828 3.27533 0.15239 0.086 -0.678 0.494
H -2.24989 0.49078 6.04445 0.288 0.651 0.484
H -0.28568 4.42537 -3.40952 0.191 -0.590 -0.097
```
Positions in Å, forces in eV/Å.

The value obtained for the HOMO energy (spin up / spin down) is -0.495 / -0.495 Ha. The value obtained for the HOMO-LUMO gap (spin up / spin down) is 4.43 / 4.42 eV. The total charge is +2.

***

(2)
The following is a DFT calculation (the ωB97M-V functional and the def2-TZVPD basis) of C3H3N3O3 in the gas phase.

Structure (XYZ):
```
12
Properties=species:S:1:pos:R:3:forces:R:3
O 1.26768 -0.94879 -0.53487 -1.974 0.305 1.638
O -0.35950 0.18359 0.73442 -2.052 -0.195 2.006
O -2.12818 0.80339 -1.22613 1.029 -2.541 3.557
N -1.13916 -0.95338 0.38187 -6.335 2.159 1.225
N 2.63189 -0.76247 -0.81545 -0.999 2.658 0.289
N 2.91612 0.41707 -0.43003 0.353 -0.152 0.789
C 1.86131 1.04838 0.19929 -3.504 0.204 3.283
C -2.26378 -0.11712 -0.41222 -0.610 0.016 -4.133
C 0.78284 0.14242 0.21341 7.601 -1.037 -4.015
H -3.30222 -0.57738 -0.50884 1.171 -0.208 1.227
H 1.62532 1.89997 1.08783 2.027 -1.785 -3.181
H -1.89233 -1.13569 1.31072 3.293 0.575 -2.685
```
Positions in Å, forces in eV/Å.

As for the SMILES: O=CNOc1cnno1. The value obtained for the HOMO energy is -0.345 Ha. The value obtained for the HOMO-LUMO gap is 9.25 eV. The total charge is 0.

***

(3)
The following is a DFT calculation (the ωB97M-V functional and the def2-TZVPD basis) of C4H8O2 in the gas phase.

Structure (XYZ):
```
14
Properties=species:S:1:pos:R:3:forces:R:3
O -0.57655 1.79362 0.74255 0.061 0.169 0.269
O 1.64540 -1.80073 -0.35820 -0.033 -0.031 0.132
C 1.65220 -0.93862 0.62736 -0.262 -0.191 -0.108
C -0.00196 0.70654 0.05004 0.155 -0.159 -0.293
C 0.25050 -0.51556 0.98018 0.017 0.013 0.049
C -0.92860 0.37149 -1.10689 -0.018 -0.001 -0.018
H -0.58084 -0.51412 -1.65068 -0.036 0.140 0.064
H 0.05574 2.07719 1.41497 -0.157 0.057 -0.091
H 0.97216 1.01326 -0.37055 -0.182 0.001 0.103
H -0.96596 1.20776 -1.80937 -0.021 -0.091 0.083
H 0.19089 -0.19698 2.02555 0.087 -0.021 -0.191
H -0.51664 -1.29561 0.82221 0.136 0.072 -0.063
H -1.94043 0.18118 -0.73552 0.133 -0.011 -0.023
H 0.74411 -2.08941 -0.63164 0.121 0.052 0.086
```
Positions in Å, forces in eV/Å.

The value obtained for the HOMO energy is -0.320 Ha. The value obtained for the HOMO-LUMO gap is 9.53 eV. The total charge is 0.

***

(4)
The following is a DFT calculation (the ωB97M-V functional and the def2-TZVPD basis) of 13 unconnected molecules or ions with the total composition C36H68N2O23S5.

Structure (XYZ):
```
134
Properties=species:S:1:pos:R:3:forces:R:3
S -5.75824 4.30571 11.22009 -0.396 0.534 0.404
S -4.15993 10.99677 11.94568 -0.596 0.268 -0.469
S -7.04793 9.16576 9.04372 0.144 -0.101 0.354
S -6.73052 9.73455 16.95494 1.014 0.121 0.616
S -9.76294 7.81215 20.42734 0.059 0.017 0.502
O -5.77185 3.47407 19.32574 -0.196 0.046 0.084
O -12.41915 7.68290 13.80486 -0.447 -0.224 -1.488
O -12.26012 6.76983 10.08076 -0.135 0.176 -0.043
O -2.94462 4.95860 16.72436 0.500 0.267 0.431
O -4.03688 11.63576 13.29159 -0.317 -0.385 -0.026
O -9.16883 10.83338 12.19235 -0.315 -0.006 0.202
O -11.58015 9.07670 15.32293 0.793 0.150 -0.047
O -7.21026 4.63210 11.46425 0.372 -0.039 -0.051
O -10.73977 6.76590 19.98352 0.227 0.197 -0.031
O -7.21436 4.76077 18.23784 -0.033 0.235 -0.166
O -6.46724 5.40733 20.23879 0.123 0.075 0.498
O -8.84621 11.70270 10.15657 0.257 0.400 -0.510
O -5.79079 8.75951 17.62481 -0.584 -0.304 -0.325
O -3.28635 3.14957 15.46516 0.375 -0.816 -0.563
O -11.68009 1.96639 13.25995 -0.578 0.084 0.052
O -11.09134 8.64622 9.75480 0.147 2.313 -0.992
O -10.01495 1.87068 11.80312 -0.578 0.178 -0.010
O -12.66945 7.25366 15.99234 0.407 0.037 -0.413
O -10.48688 7.20794 11.31717 1.061 0.020 0.926
O -12.11173 2.31977 11.06074 0.458 -0.433 0.785
O -10.92068 11.27034 10.90378 -0.254 0.386 0.037
O -5.81694 8.86391 8.25087 0.062 -0.010 0.054
O -4.69501 4.88574 15.36842 -0.057 0.113 0.019
N -12.67162 1.26626 20.08144 -0.422 -0.640 0.202
N -10.01009 4.21325 15.98002 0.150 -0.072 -0.100
C -11.28740 7.65710 10.33977 -0.408 -2.468 0.446
C -12.09008 7.77781 17.16691 0.362 0.773 1.653
C -6.48926 4.60259 19.36755 0.344 -0.032 -0.452
C -12.06076 2.14103 19.67391 0.366 0.643 -0.224
C -8.35902 7.69322 19.32916 0.638 -1.518 0.060
C -12.25856 7.98214 14.92998 0.403 -0.252 1.452
C -3.57168 4.24338 15.80260 -0.901 0.352 0.592
C -12.13337 4.35397 18.51552 -0.457 0.504 0.005
C -5.38737 11.98389 11.01188 0.963 -0.520 -0.069
C -9.38731 1.91216 13.09009 0.376 0.363 -0.060
C -11.36261 2.04716 11.95596 0.497 0.623 -0.448
C -11.49161 10.83331 12.13740 0.033 -1.131 -0.178
C -6.98068 10.98327 18.24340 0.479 0.229 -0.102
C -5.62896 10.69996 15.94147 0.118 0.331 -0.628
C -8.36511 9.45281 7.86326 0.210 0.261 -0.026
C -11.28532 3.29412 19.20710 -0.001 -0.315 -0.050
C -8.30048 5.82676 14.81659 0.104 -1.001 0.417
C -9.24326 4.89446 15.46114 -0.203 0.614 0.101
C -7.84918 8.08982 13.84969 0.388 0.217 -0.882
C -7.58540 7.58762 9.74739 -0.595 0.133 0.297
C -5.38502 2.96997 12.36529 0.194 0.267 0.283
C -10.55095 1.57724 14.03617 0.736 -1.041 -0.427
C -4.80985 6.13518 16.02501 0.096 1.660 0.628
C -3.58484 6.22799 16.95469 0.093 -0.213 -0.323
C -7.15338 3.59430 17.42896 0.729 -0.598 0.182
C -10.76125 5.86637 11.65425 -1.164 -1.385 -0.267
C -8.81225 7.23569 14.65196 -0.608 0.534 -0.702
C -11.37560 9.07763 16.74116 -2.086 0.138 0.069
C -10.29892 10.24172 12.89779 0.494 1.270 -0.474
C -12.06417 5.58097 10.83847 0.955 -0.217 0.769
C -4.83430 5.60850 12.10283 -0.209 -0.773 0.593
C -9.58956 11.32156 10.99548 -0.021 -0.597 0.625
C -6.10115 2.71273 18.15071 -0.627 0.003 0.630
C -8.86016 7.12112 21.84687 -0.104 -0.229 0.423
C -5.19095 9.51085 12.02354 -0.180 -0.577 0.523
C -13.21951 5.01572 19.35681 0.134 -0.176 0.526
H -8.93038 2.89758 13.24816 -0.415 0.108 -0.050
H -8.47459 7.70779 10.37343 -0.207 0.292 -0.479
H -9.06904 7.76228 15.57407 0.255 -0.391 0.301
H -7.24942 11.97459 17.87894 -0.349 -0.201 -0.245
H -13.58214 5.94139 18.91097 -0.011 -0.109 -0.244
H -6.31599 12.01880 11.56925 -0.039 0.314 0.104
H -12.89612 5.40047 11.51090 -0.258 -0.014 -0.277
H -10.35346 9.21779 17.07342 0.289 -0.244 -0.460
H -5.55752 11.52663 10.03800 -0.001 -0.184 0.035
H -7.69260 10.60761 18.97132 -0.060 0.003 0.006
H -6.12226 11.59966 15.57232 0.026 -0.018 -0.020
H -10.56003 2.94551 18.46791 0.070 -0.112 0.116
H -11.98623 11.66343 12.63884 0.134 0.043 0.003
H -8.15193 3.17670 17.41279 0.008 -0.299 -0.118
H -7.45749 8.16763 19.71341 -0.233 0.544 -0.151
H -9.75699 7.17539 14.09855 0.066 0.080 -0.008
H -12.81611 5.30858 20.32838 -0.066 -0.094 0.028
H -6.87578 7.21418 10.48534 0.515 0.074 -0.470
H -10.73050 3.65617 20.07620 -0.074 0.320 -0.118
H -8.57502 7.89583 18.28302 -0.240 0.543 0.108
H -8.07256 6.63206 19.35372 -0.307 0.308 -0.053
H -5.76424 2.06272 11.90571 0.178 -0.151 0.034
H -5.87370 3.14240 13.32495 -0.243 0.189 -0.122
H -10.16462 9.16857 12.80494 -0.493 -0.030 0.212
H -8.54006 1.22944 13.03234 -0.313 -0.359 0.391
H -8.24516 9.09220 13.67923 0.218 0.011 0.424
H -12.20181 10.03052 11.93092 -0.155 0.305 -0.100
H -5.32979 5.66183 13.07464 -0.087 0.241 -0.074
H -8.63919 6.07296 21.64024 0.208 0.148 -0.294
H -4.87331 6.55436 11.57972 -0.034 0.010 -0.236
H -10.00070 5.13595 11.35748 0.446 0.705 -0.300
H -5.16746 2.51371 17.64097 -0.038 0.027 -0.417
H -4.71676 10.94794 16.48286 -0.207 0.061 0.357
H -11.85563 4.74846 10.17547 -0.527 -0.057 -0.133
H -10.57317 0.49170 14.19004 -0.225 0.079 -0.068
H -7.77138 6.86866 8.95214 0.128 -0.126 0.040
H -14.07283 4.35184 19.50386 0.020 0.009 0.076
H -5.71921 6.27186 16.61338 -0.094 -0.603 -0.080
H -10.57297 2.04034 15.01478 0.060 0.461 -0.187
H -4.31762 2.94575 12.58573 0.045 -0.303 -0.330
H -12.60840 3.90446 17.64113 0.243 0.045 -0.137
H -7.38160 5.79379 15.40690 0.011 0.060 -0.080
H -5.29184 10.12308 15.08038 -0.303 -0.114 -0.016
H -7.95333 7.68944 22.05124 0.072 -0.035 -0.290
H -4.81708 6.97448 15.32454 0.116 -0.309 -0.307
H -6.83452 8.15830 14.25614 -0.208 0.051 0.395
H -11.45023 5.13375 18.19144 0.114 -0.155 -0.187
H -11.42546 7.11659 17.72463 -0.056 -0.457 -0.619
H -2.86941 7.01042 16.70602 -0.148 0.002 -0.194
H -4.78404 8.83132 12.78086 0.344 0.101 -0.190
H -8.25726 8.74627 7.04086 -0.274 -0.275 0.197
H -5.16043 9.02382 11.04490 0.169 0.141 0.027
H -12.86799 8.04127 17.88695 -0.154 -0.200 -0.215
H -9.42981 7.12112 22.77834 -0.439 0.307 -0.338
H -5.98966 11.08861 18.68887 -0.062 -0.179 0.172
H -7.68488 7.72854 12.82462 -0.255 -0.392 0.178
H -11.99527 9.89730 17.10720 0.445 0.274 0.141
H -8.19588 10.44699 7.44917 0.117 0.043 0.159
H -6.81281 3.82012 16.42221 -0.135 0.287 -0.068
H -6.23734 9.64479 12.31008 0.061 0.583 -0.169
H -3.81249 5.28575 12.30254 0.088 0.070 -0.332
H -3.83570 6.34177 18.00668 -0.097 -0.252 -0.008
H -8.08474 5.36574 13.84726 0.193 0.268 -0.196
H -6.55531 1.78666 18.49842 0.170 -0.139 -0.135
H -10.90869 5.68864 12.72194 -0.131 0.692 0.031
H -9.32007 9.47198 8.38481 -0.082 -0.298 -0.152
H -4.86865 12.92546 10.84609 -0.398 0.257 0.211
H -10.29217 10.62054 13.91693 0.219 -0.415 0.031
```
Positions in Å, forces in eV/Å.

The value obtained for the HOMO energy is -0.315 Ha. The value obtained for the HOMO-LUMO gap is 8.43 eV. The total charge is 0.